1.
ORCA calculation (ωB97M-V/def2-TZVPD) on a structure of composition C39H53N3O2SSi3Ti at a distorted geometry.

Each line ends with the Löwdin charge.
Element x y z (Å)
Ti 0.6803 1.0473 -0.4903  0.9502
C -2.7886 4.6141 -0.1554  -0.1898
Si -1.0532 3.8925 -0.2388  0.4160
C -0.5203 3.8507 1.5692  -0.1682
C -0.0448 5.2356 -1.0876  -0.1681
C -1.0268 2.1915 -1.1029  -0.5058
Si -1.0963 2.4048 -3.0000  0.4004
C 0.5260 2.8778 -3.8179  -0.1652
C -2.2947 3.7760 -3.4505  -0.1729
C -1.6571 0.9348 -3.9985  -0.1846
Si -2.5127 1.2462 -0.4381  0.4535
C -2.6493 1.3796 1.4143  -0.1549
C -4.1647 1.7244 -1.1845  -0.1536
C -2.5050 -0.6114 -0.8399  -0.3049
C -3.4039 -1.4836 -0.2200  -0.0724
C -3.4619 -2.8068 -0.6207  -0.0663
C -2.6282 -3.2320 -1.6457  -0.0820
C -1.7600 -2.3112 -2.2063  -0.1487
N -1.6934 -1.0407 -1.8170  0.0402
H -2.7055 5.6190 0.2715  0.0427
H -3.4523 4.0368 0.4930  0.0192
H -3.2657 4.7027 -1.1327  0.0163
H -1.3020 4.2983 2.1908  0.0412
H 0.3975 4.4290 1.7046  0.0360
H -0.3354 2.8487 1.9538  -0.0004
H -0.6763 6.1207 -1.2060  0.0389
H 0.3232 4.9713 -2.0758  -0.0035
H 0.8168 5.5110 -0.4771  0.0259
H 0.3533 2.8838 -4.8988  0.0425
H 0.8993 3.8653 -3.5462  0.0154
H 1.3089 2.1509 -3.6064  -0.0001
H -1.9889 4.7462 -3.0478  0.0230
H -3.3066 3.5681 -3.0916  0.0211
H -2.3335 3.8648 -4.5401  0.0400
H -0.9284 0.1239 -3.9599  0.0270
H -1.7604 1.2740 -5.0344  0.0385
H -2.6169 0.5283 -3.6736  0.0205
H -2.8537 2.3981 1.7508  0.0312
H -1.7334 1.0460 1.9029  0.0136
H -3.4616 0.7399 1.7704  0.0373
H -4.4095 2.7796 -1.0614  0.0160
H -4.9431 1.1303 -0.6971  0.0404
H -4.1912 1.4939 -2.2538  0.0306
H -4.0425 -1.1264 0.5804  0.0952
H -4.1448 -3.4991 -0.1430  0.1056
H -2.6570 -4.2517 -2.0084  0.1026
H -1.0755 -2.6073 -2.9964  0.1155
C 0.7265 -0.5520 2.9049  -0.1642
N 1.0120 0.5982 2.0440  0.0172
C 1.9477 1.3815 2.4216  -0.0906
C 2.4156 2.4096 1.5439  -0.3424
C 3.4304 3.3272 1.6605  -0.0270
C 3.5264 3.9777 0.4022  -0.0694
C 2.5812 3.3977 -0.4114  -0.1601
N 1.8752 2.4469 0.2815  -0.0811
C -0.6693 -0.5346 3.4783  -0.2301
C -1.5978 -1.4860 3.0743  -0.0418
C -2.8897 -1.4721 3.5845  -0.0910
C -3.2644 -0.4967 4.4976  -0.0934
C -2.3406 0.4596 4.9044  -0.0797
C -1.0493 0.4349 4.4000  -0.0501
H 1.4662 -0.5930 3.7098  0.1226
H 0.8345 -1.4484 2.2996  0.0850
H 2.4593 1.2469 3.3767  0.1383
H 4.0260 3.5065 2.5432  0.1062
H 4.2159 4.7580 0.1206  0.0963
H 2.3602 3.6042 -1.4467  0.1079
H -1.3078 -2.2335 2.3431  0.1131
H -3.6055 -2.2195 3.2639  0.1032
H -4.2719 -0.4801 4.8934  0.1017
H -2.6273 1.2227 5.6172  0.1033
H -0.3324 1.1866 4.7149  0.1158
C 3.8319 0.0654 -0.7038  -0.0408
C 3.0391 0.1187 -2.0011  -0.4462
C 3.8095 0.8621 -3.0723  -0.0460
O 1.7636 0.7559 -1.8143  -0.2885
H 4.1450 1.0673 -0.4007  0.0787
H 4.7243 -0.5439 -0.8603  0.0916
H 3.2477 -0.3832 0.0992  0.0556
H 2.8305 -0.8989 -2.3363  0.1422
H 3.2622 0.8840 -4.0158  0.0802
H 4.7666 0.3654 -3.2386  0.0868
H 4.0004 1.8892 -2.7542  0.0828
C 2.8019 -9.6248 2.2753  -0.0774
C 2.4514 -8.2028 1.9091  -0.7437
O 1.8428 -7.4631 2.6275  0.0425
S 3.0283 -7.7531 0.2663  1.0063
C 2.4263 -6.0938 0.1649  -0.5483
C 1.1158 -5.8506 -0.2340  -0.0801
C 0.6396 -4.5519 -0.3019  -0.0122
C 1.4698 -3.4761 0.0245  -0.2269
C 2.7833 -3.7315 0.4231  -0.0205
C 3.2589 -5.0309 0.4919  -0.0840
C 0.9932 -2.1212 -0.0399  -0.0921
C 0.5944 -0.9737 -0.0932  -0.0681
H 3.1813 -9.6449 3.2951  0.0874
H 3.5307 -10.0586 1.5925  0.0613
H 1.8868 -10.2181 2.2404  0.0899
H 0.4713 -6.6812 -0.4897  0.1104
H -0.3836 -4.3566 -0.6009  0.0950
H 3.4294 -2.9025 0.6830  0.1111
H 4.2766 -5.2248 0.8047  0.1081

**HOMO energy**: -8.248 eV
**Kohn-Sham gap**: 0.2991 hartree
**E_LUMO**: -0.11 eV

2.
ORCA calculation (ωB97M-V/def2-TZVPD) on a structure of composition C39H53NP3V at a distorted geometry.

Each line ends with the Löwdin charge.
Element x y z (Å)
V 0.3227 -0.2682 0.4198  0.4536
C 4.3058 -0.7972 0.4197  -0.1072
C 3.8042 -0.6497 -1.0170  -0.5014
C 4.6164 -1.5275 -1.9688  -0.0884
P 1.9690 -0.9704 -1.0569  1.0607
C 1.5110 -2.7254 -1.5025  -0.5186
C 2.0140 -3.6818 -0.4216  -0.0956
C 1.8270 -3.2098 -2.9160  -0.0709
C 1.2836 -0.0565 -2.4690  -0.2875
C 1.9536 0.3393 -3.6146  -0.0258
C 1.2655 0.9489 -4.6620  -0.2544
C 1.9712 1.4455 -5.8761  -0.0312
C -0.1225 1.0552 -4.5681  -0.0042
C -0.8086 0.6852 -3.4301  0.0065
C -0.1012 0.2067 -2.3212  -0.2895
N -0.6072 -0.0135 -1.0640  -0.1679
C -1.8527 0.3792 -0.6159  -0.2993
C -2.4929 1.5543 -1.0175  -0.0130
C -3.7364 1.8713 -0.5122  -0.0061
C -4.3820 1.0466 0.4058  -0.2424
C -5.7756 1.3496 0.8413  -0.0209
C -3.6968 -0.0636 0.8966  -0.0166
C -2.4483 -0.4095 0.4018  -0.2555
P -1.3612 -1.7714 0.9600  1.0752
C -2.1919 -3.3916 0.5366  -0.4822
C -3.7016 -3.3193 0.7385  -0.0944
C -1.8914 -3.7899 -0.9061  -0.0968
C -1.2082 -1.6678 2.8194  -0.5210
C 0.1272 -2.3482 3.1512  -0.1150
C -2.3431 -2.2440 3.6538  -0.0853
H 5.3450 -0.4783 0.4797  0.0942
H 4.2528 -1.8355 0.7451  0.0783
H 3.7123 -0.1831 1.1043  0.0467
H 3.8901 0.4065 -1.3158  0.1136
H 4.7409 -2.5270 -1.5575  0.0801
H 5.6084 -1.0966 -2.0976  0.0963
H 4.1542 -1.6079 -2.9494  0.0611
H 0.4156 -2.6421 -1.4215  0.0547
H 3.0832 -3.8547 -0.5214  0.0774
H 1.5188 -4.6482 -0.5121  0.0882
H 1.8114 -3.2743 0.5752  0.0562
H 2.8689 -3.4946 -3.0322  0.0763
H 1.5693 -2.4529 -3.6566  0.0755
H 1.2210 -4.0924 -3.1215  0.0921
H 3.0171 0.1775 -3.7056  0.1120
H 3.0485 1.3399 -5.7891  0.0837
H 1.7330 2.4946 -6.0449  0.0927
H 1.6385 0.8976 -6.7561  0.0959
H -0.6721 1.4531 -5.4054  0.1290
H -1.8859 0.7624 -3.3961  0.1180
H -2.0069 2.2179 -1.7195  0.1225
H -4.2166 2.7783 -0.8441  0.1304
H -6.2516 2.0285 0.1390  0.0891
H -5.7872 1.8221 1.8231  0.0895
H -6.3656 0.4375 0.9022  0.0929
H -4.1687 -0.6710 1.6531  0.1098
H -1.7515 -4.1289 1.2196  0.1185
H -4.1508 -2.6460 0.0107  0.0865
H -3.9777 -3.0023 1.7393  0.0581
H -4.1108 -4.3146 0.5764  0.0993
H -2.1042 -2.9687 -1.5929  0.0886
H -2.5272 -4.6270 -1.1849  0.0953
H -0.8610 -4.1099 -1.0247  0.0553
H -1.1365 -0.5882 3.0279  0.0717
H 0.1170 -3.3914 2.8350  0.0838
H 0.3100 -2.3405 4.2238  0.0931
H 0.9683 -1.8466 2.6502  0.0470
H -2.5121 -3.2958 3.4411  0.0830
H -3.2643 -1.6880 3.5021  0.0709
H -2.0863 -2.1650 4.7081  0.0927
C 1.8639 1.3938 3.5453  -0.2099
P 0.9641 1.4197 1.9460  0.9536
C -0.5868 2.2922 2.4055  -0.3409
C -1.1952 3.2160 1.5585  -0.0804
C -2.3961 3.8051 1.9168  -0.0624
C -3.0200 3.4677 3.1056  -0.0554
C -2.4292 2.5401 3.9475  -0.0550
C -1.2253 1.9533 3.6015  -0.1095
C 1.8892 2.5890 0.8987  -0.3606
C 1.4904 2.7406 -0.4332  -0.1253
C 2.1664 3.6040 -1.2765  -0.0517
C 3.2636 4.3078 -0.8061  -0.0454
C 3.6828 4.1413 0.5033  -0.0452
C 3.0018 3.2883 1.3555  -0.0674
H 1.8371 2.3864 4.0033  0.0760
H 2.8971 1.0816 3.3858  0.0533
H 1.3924 0.6838 4.2267  0.0445
H -0.7166 3.5031 0.6326  0.0980
H -2.8500 4.5288 1.2599  0.1171
H -3.9523 3.9390 3.3790  0.1174
H -2.9083 2.2738 4.8774  0.1163
H -0.7577 1.2621 4.2905  0.0957
H 0.6301 2.1997 -0.8172  0.0796
H 1.8400 3.7311 -2.2988  0.1158
H 3.7941 4.9798 -1.4616  0.1180
H 4.5437 4.6779 0.8699  0.1189
H 3.3439 3.1731 2.3720  0.1004

**Multiplicity**: 3
**HOMO energy (alpha / beta)**: -13.117 / -13.101 eV
**Expectation value of S²**: 2.064
**Total charge**: +2
**Kohn-Sham gap (alpha / beta)**: 0.2542 / 0.2678 hartree
**E_LUMO (alpha / beta)**: -6.20 / -5.82 eV

3.
ORCA calculation (ωB97M-V/def2-TZVPD) on a structure of composition C39H54AsN4O2PtS2.

Each line ends with the Löwdin charge.
Element x y z (Å)
Pt 0.9731 -0.5027 0.0160  0.9087
O -0.4695 -2.8006 4.9893  0.0263
C -1.7234 -2.6532 4.5308  -0.2843
C -2.7687 -2.8846 5.4289  -0.0304
C -4.0839 -2.7467 5.0297  -0.1081
C -4.3875 -2.3730 3.7244  -0.1069
C -3.3522 -2.1436 2.8356  -0.0319
C -2.0170 -2.2768 3.2075  -0.0774
C -0.9756 -1.9747 2.1586  -0.4705
O -1.3404 -1.5871 1.0377  -0.0890
N 0.2855 -2.1388 2.5870  -0.0328
N 1.2461 -1.7343 1.6825  -0.2513
C 2.4122 -2.2158 1.8895  -0.9163
S 2.7391 -3.3487 3.1940  0.9376
C 4.4425 -3.6773 2.6607  -0.5398
C 5.0007 -2.4071 2.0500  -0.5387
S 3.7718 -1.7662 0.8755  0.8840
H 0.1276 -2.5986 4.2136  0.0404
H -2.5130 -3.1708 6.4413  0.1082
H -4.8796 -2.9304 5.7426  0.0928
H -5.4167 -2.2610 3.4083  0.0895
H -3.5462 -1.8439 1.8131  0.1027
H 4.4418 -4.4872 1.9308  0.0710
H 5.0091 -3.9895 3.5386  0.0706
H 5.9197 -2.5952 1.4941  0.0746
H 5.1968 -1.6604 2.8209  0.0733
C -1.1122 -2.8020 -1.4118  -0.0737
C -1.5757 -1.4371 -1.9324  -0.3966
C -3.0860 -1.4624 -2.1692  -0.0816
C -0.7549 -1.0703 -3.1551  -0.1580
C -1.1048 -1.5869 -4.3951  -0.0441
C -0.3325 -1.3538 -5.5227  -0.0906
C 0.8552 -0.6607 -5.3831  -0.0610
C 1.2675 -0.1387 -4.1570  -0.1267
C 2.7140 0.3630 -4.1088  -0.3645
C 3.4725 -0.0325 -2.8418  -0.0706
C 2.9285 1.8425 -4.4483  -0.0685
C 0.4024 -0.2706 -3.0495  -0.1856
N 0.6750 0.3788 -1.8333  -0.1182
C 0.8773 1.6999 -1.8484  -0.2316
C 1.3260 2.3097 -0.6790  -0.2046
N 1.5426 1.5353 0.3760  -0.0929
C 2.0923 2.0838 1.5564  -0.1664
C 1.3015 2.2386 2.7057  -0.1310
C 1.8793 2.8006 3.8396  -0.0463
C 3.2039 3.2025 3.8537  -0.0884
C 3.9866 2.9999 2.7290  -0.0521
C 3.4576 2.4197 1.5821  -0.1367
C 4.3523 2.1203 0.3945  -0.3794
C 5.6593 1.4480 0.8169  -0.0741
C 4.6404 3.3702 -0.4380  -0.0573
C -0.1534 1.8184 2.7403  -0.3746
C -0.4188 0.8086 3.8583  -0.0500
C -1.0628 3.0387 2.8880  -0.0750
H -1.6310 -3.0493 -0.4845  0.0683
H -0.0395 -2.7960 -1.2032  0.0575
H -1.3137 -3.5755 -2.1596  0.0798
H -1.3783 -0.7016 -1.1506  0.0583
H -3.3830 -2.2841 -2.8260  0.0722
H -3.4503 -0.5305 -2.6052  0.0522
H -3.5916 -1.6124 -1.2132  0.0693
H -2.0030 -2.1858 -4.4808  0.1039
H -0.6301 -1.7487 -6.4863  0.0926
H 1.5133 -0.5483 -6.2389  0.1059
H 3.1905 -0.1909 -4.9244  0.1181
H 3.1791 0.5691 -1.9833  0.0343
H 4.5458 0.1038 -3.0045  0.0796
H 3.2915 -1.0770 -2.5829  0.0792
H 2.6916 2.4898 -3.6051  0.0558
H 2.3182 2.1453 -5.3018  0.0760
H 3.9778 2.0118 -4.7047  0.0729
H 0.6586 2.2714 -2.7431  0.1158
H 1.4661 3.3858 -0.6172  0.1172
H 1.2727 2.9313 4.7284  0.1055
H 3.6292 3.6528 4.7425  0.0931
H 5.0330 3.2823 2.7489  0.1019
H 3.8115 1.4084 -0.2302  0.0894
H 6.2950 2.1216 1.3964  0.0680
H 6.2238 1.1383 -0.0665  0.0780
H 5.4577 0.5640 1.4222  0.0475
H 5.1774 4.1149 0.1567  0.0771
H 3.7171 3.8279 -0.7952  0.0620
H 5.2545 3.1221 -1.3077  0.0743
H -0.3821 1.3279 1.7919  0.0899
H -0.2653 1.2530 4.8455  0.0763
H 0.2404 -0.0565 3.7690  0.0701
H -1.4494 0.4493 3.8081  0.0825
H -0.8685 3.5551 3.8328  0.0711
H -2.1130 2.7344 2.8828  0.0702
H -0.9093 3.7470 2.0726  0.0692
C -3.8188 3.5230 -0.6466  -0.3584
As -2.3732 2.1819 -0.7311  1.1042
C -3.4489 0.6999 -0.0274  -0.3370
C -2.5668 1.8313 -2.6537  -0.3290
H -4.7422 3.1312 -1.0775  0.0146
H -3.5201 4.4181 -1.1939  0.0070
H -3.9982 3.8003 0.3925  0.0050
H -4.2942 0.4770 -0.6811  0.0240
H -3.8226 0.9946 0.9553  0.0239
H -2.8219 -0.1815 0.1091  -0.0259
H -3.6069 1.6306 -2.9175  0.0232
H -1.9422 0.9877 -2.9482  -0.0082
H -2.2212 2.7118 -3.1980  0.0199

**Multiplicity**: 3
**HOMO energy (alpha / beta)**: -3.541 / -4.718 eV
**Expectation value of S²**: 2.021
**Total charge**: -1
**Kohn-Sham gap (alpha / beta)**: 0.2117 / 0.2548 hartree
**E_LUMO (alpha / beta)**: 2.22 / 2.22 eV

Values of energy above the lowest of the compared OMol25 structures with the same formula, charge and spin, in order: 25.0, 17.2, 0.0, all in kcal per mole.
Values of E, in order: -107455.238, -96335.255, -137132.539, all in eV.